This record from the OMol25 dataset describes a molecular structure, C11H11NO2Ti. The level of theory is ωB97M-V with the def2-TZVPD basis set.

Atoms and positions in Å:
C: -0.644889 -0.026196 2.970294
H: -2.643546 0.423921 3.602082
O: 3.561918 -0.641094 -1.995812
N: 0.557580 0.135574 -0.473904
C: 2.389732 -0.646997 -1.700572
C: 2.425179 -0.541952 0.865854
O: 1.381033 -0.945528 -2.575288
H: -3.366761 1.330871 1.396838
C: 0.295739 -0.016763 1.905771
H: 2.028935 -0.752887 2.973410
H: 3.477492 -0.811266 0.863850
C: 1.629333 -0.469148 1.999689
C: -0.577060 0.941310 -3.341695
Ti: -0.334822 -0.543172 -2.034750
H: -0.522953 0.449715 -4.333139
C: 1.828570 -0.325319 -0.362599
C: -2.356881 0.937309 1.522667
H: -1.571127 1.394147 -3.229142
H: -0.718172 -2.171542 -0.875933
H: 0.232746 1.680776 -3.267572
C: -0.190844 0.429438 0.652381
C: -1.939393 0.433610 2.770359
H: -1.744852 1.319726 -0.544033
H: -0.308177 -0.396823 3.944214
C: -1.476949 0.931018 0.447894
H: -1.411834 -2.118736 -1.180856

Atomic forces in eV per Å
0.4 0.2 -0.2
0.2 0.0 -0.2
-0.6 -0.2 0.2
-0.8 0.2 0.5
0.3 -0.1 -0.5
0.0 0.0 -0.4
1.6 -0.7 0.3
0.3 -0.1 0.1
-1.4 0.3 0.4
-0.1 0.1 -0.2
-0.2 -0.1 0.2
0.9 -0.2 0.4
-0.6 0.8 -0.9
-0.3 0.2 -0.4
0.0 0.2 0.2
1.0 0.4 -0.1
-0.1 -0.1 0.3
0.2 0.3 -0.2
-0.2 -0.4 0.4
-0.4 -0.1 -0.1
0.3 -0.8 -0.3
-0.1 0.1 -0.1
0.0 -0.1 0.4
-0.3 0.1 -0.3
-0.1 0.0 0.4
-0.1 -0.2 0.1

## Properties
- Frontier orbital gap (alpha / beta): 0.2007 / 0.3006 Eh
- LUMO (alpha / beta): -0.0189 / -0.0303 Ha
- ⟨S²⟩: 2.04
- 2S+1: 3
- ΔE to the lowest compared entry with this formula, charge and spin: 0.0 kcal per mole

=====

This record from the OMol25 dataset describes 6 unconnected molecules or ions with the total composition C27H63N3O6. The level of theory is ωB97M-V with the def2-TZVPD basis set.

Atoms and positions in Å:
H: -18.220219 8.061777 -9.163635
H: -13.690953 14.133311 -11.823338
C: -14.538917 15.863564 -7.851790
H: -16.754841 6.498631 -10.868610
H: -12.644809 9.689974 -14.135338
C: -15.394441 15.364208 -9.011774
C: -18.924311 8.145850 -11.178928
H: -11.410111 17.242821 -8.643257
C: -16.491137 7.487189 -11.244518
H: -12.530073 15.055083 -5.956379
H: -16.011524 9.326535 -9.067470
H: -12.187753 12.006965 -10.214940
H: -11.885497 6.303818 -6.168032
H: -18.775232 10.321926 -8.613275
H: -19.719105 10.609224 -10.089749
C: -16.246936 10.369909 -9.277415
H: -13.672447 11.877994 -10.531418
H: -18.081765 7.280846 -13.655521
H: -13.780451 4.335128 -10.225793
C: -11.501214 5.794300 -7.051662
C: -13.022781 15.862395 -7.996752
H: -18.627503 8.907313 -13.720051
H: -16.885638 8.413417 -13.925935
C: -17.805794 8.291460 -13.354503
C: -12.953645 3.251925 -7.705373
H: -11.294477 13.577391 -8.048120
C: -12.496005 17.167802 -8.700832
H: -14.945860 15.166390 -7.119356
H: -11.165277 2.256848 -8.608292
O: -13.160378 9.280318 -10.848841
H: -10.180148 4.422499 -5.980228
H: -16.753461 12.400531 -10.984416
H: -17.739646 12.819090 -9.766937
C: -17.389181 10.529686 -10.306045
H: -15.337976 16.093699 -9.819711
H: -11.056995 6.745546 -9.772305
O: -14.379677 4.392217 -9.477942
C: -13.098905 12.407878 -9.770905
C: -12.286732 15.919420 -6.574270
C: -12.236494 2.361496 -8.780461
C: -13.394681 13.927914 -9.802450
H: -12.908300 7.994253 -7.883102
H: -12.639805 1.396227 -9.086551
C: -13.453332 7.056505 -7.991086
H: -10.635293 6.408926 -7.297669
H: -15.977326 7.686527 -10.304103
C: -14.207652 2.565903 -7.227838
H: -13.991625 7.197139 -8.928397
H: -12.515204 3.977359 -5.695346
H: -12.322095 16.902892 -6.105618
H: -15.012255 2.478586 -7.957967
H: -12.851428 18.161631 -8.428680
H: -11.123142 9.648762 -11.993507
C: -14.929494 14.049184 -9.621321
O: -10.503335 9.431573 -12.689854
H: -18.395055 12.306139 -11.351730
H: -19.202911 7.112249 -10.973594
H: -15.289746 13.240354 -8.985612
H: -14.023658 1.645464 -6.673724
C: -18.816405 10.148461 -9.688599
H: -12.002510 14.232697 -11.517099
N: -17.192922 9.809172 -11.581977
O: -16.033713 10.158051 -12.174700
O: -13.033740 10.550380 -13.978318
H: -13.806599 9.409328 -11.543088
H: -10.056595 10.256625 -12.879440
H: -13.681189 9.176221 -10.052506
H: -13.176984 15.581227 -11.226141
H: -16.475500 11.006727 -8.422827
H: -10.352961 4.049043 -7.689753
H: -12.185234 5.957487 -10.597592
C: -12.969395 14.518309 -11.102775
O: -11.265166 14.292477 -8.687947
H: -10.906395 5.203992 -9.536188
H: -15.316079 13.985983 -10.638502
C: -10.884514 4.416753 -6.812051
H: -15.407049 10.939515 -9.675225
H: -19.989421 8.340772 -9.372974
N: -13.408767 4.547734 -8.322743
H: -11.751589 2.461992 -5.959659
C: -11.735147 5.908549 -9.606067
H: -16.432785 15.247639 -8.701377
C: -12.536069 5.795619 -8.215298
C: -12.003303 3.395938 -6.462159
H: -14.868486 16.831733 -7.474811
H: -13.074921 12.000563 -8.760153
C: -17.695535 12.063887 -10.551672
H: -14.572611 3.262865 -6.473427
H: -15.810451 7.072665 -11.988116
H: -19.756006 8.525748 -11.772272
H: -16.302656 10.806027 -12.829983
H: -14.155624 7.006640 -7.158976
C: -18.988889 8.595890 -9.722179
H: -12.796518 17.251776 -9.745211
C: -17.589054 8.397011 -11.834065
N: -12.651629 14.571968 -8.674552
H: -13.620125 10.416411 -13.233709
H: -12.093630 3.071144 -9.595377
H: -11.211019 15.880623 -6.745838

Atomic forces in eV per Å
-0.1 0.1 0.3
0.1 -0.4 -0.5
-1.1 -0.8 0.7
-1.6 -0.4 -0.3
0.3 -0.2 0.0
0.8 1.0 -1.4
-0.9 -0.7 1.5
0.0 -0.3 -0.1
0.4 -2.3 -0.2
-0.3 0.3 0.3
0.0 0.3 0.3
1.1 1.1 0.2
-0.4 -0.6 0.2
0.1 0.9 0.0
0.5 0.2 -0.4
-0.5 1.2 -0.9
-1.3 0.0 0.7
-0.2 -0.3 0.4
0.2 -0.1 -0.5
0.5 -1.0 -0.7
1.2 0.3 0.4
0.3 0.4 0.2
0.0 0.6 0.1
0.6 -1.2 -0.2
0.0 -1.7 -1.0
0.8 -0.2 0.1
-0.2 -0.1 -1.1
1.1 -0.2 1.0
0.1 -0.6 0.8
0.6 0.0 -0.2
0.2 0.3 -0.1
0.3 0.3 -0.5
-0.6 -0.8 0.8
-3.4 0.7 1.0
-0.4 0.3 -0.1
-0.4 1.1 1.0
2.4 0.7 2.5
0.9 -0.2 -0.9
0.2 -0.4 -1.5
1.1 1.6 -0.3
1.2 -0.1 1.3
0.6 -0.2 0.2
-0.3 0.3 0.1
0.2 -0.4 -1.2
-0.3 0.4 -0.6
0.3 1.4 -0.4
-0.7 0.6 1.1
-0.5 -0.1 0.1
-0.7 -0.3 0.2
-1.0 -0.1 0.2
0.4 -0.3 -0.2
-0.4 -0.3 1.3
-0.4 0.0 0.3
0.8 0.5 0.6
0.2 -0.3 -0.2
-0.5 -0.5 0.3
0.7 -0.7 -1.3
0.1 -0.2 -0.2
0.1 -0.3 -0.4
1.6 -3.0 1.1
0.2 0.2 0.6
-3.4 0.6 1.5
2.2 0.4 -0.9
-0.2 0.3 -0.2
-0.5 -0.1 -0.1
0.1 0.2 -0.1
-0.2 0.0 0.2
0.5 0.2 0.5
-0.3 -0.6 0.5
0.2 0.3 -0.1
-0.9 -0.9 0.3
-1.0 0.0 -2.1
-0.6 0.1 -0.2
-0.5 -1.0 -0.4
-0.4 -0.4 0.3
-0.5 -1.4 0.7
0.4 -0.6 -0.3
0.1 -0.1 0.4
0.0 0.5 1.8
0.3 -0.2 -0.8
1.3 0.5 1.0
0.0 0.3 0.0
-0.8 1.0 -2.2
-0.7 2.7 -0.8
0.0 0.2 -0.3
-0.8 -0.1 -0.1
2.9 0.1 -1.7
-0.5 0.0 0.2
0.6 0.9 -0.2
0.1 0.5 0.1
0.3 0.1 -0.3
0.1 -0.5 0.0
-0.5 1.8 -1.3
0.3 -0.7 -0.4
0.6 0.5 0.4
-1.5 0.4 1.2
-0.2 0.1 0.1
-0.6 -0.5 -0.9
0.1 -0.4 -0.4

## Properties
- Frontier orbital gap: 0.3134 Eh
- LUMO: 0.0174 Ha
- Structure (SMILES): CC1(C)CCCC(C)(C)N1O.CC1(C)CCCC(C)(C)N1O.CC1(C)CCCC(C)(C)N1O.O.O.O
- 2S+1: 1
- ΔE to the lowest compared entry with this formula, charge and spin: 97.3 kcal per mole

=====

This record from the OMol25 dataset describes 15 unconnected molecules or ions with the total composition C56H90O34. The level of theory is ωB97M-V with the def2-TZVPD basis set.

Atoms and positions in Å:
C: -3.591326 2.233739 -1.248632
H: 6.163016 -3.110428 -1.754009
C: -2.732603 3.706433 1.701247
O: 3.340966 -3.872086 -2.758355
H: -1.559442 -4.335552 -2.768297
C: -0.366429 4.600949 -1.312341
O: -1.810539 -1.534381 5.493187
H: 5.296224 1.843535 -3.964988
O: 3.194489 -3.464429 2.502148
O: 0.136368 -5.433771 -0.803789
C: -3.770616 2.860648 -3.571393
O: 1.172623 0.063269 0.321910
H: 7.019788 1.776396 1.163838
C: -6.726832 0.612926 1.754191
C: -3.727434 4.096907 -2.662217
H: 3.071784 -5.648082 -1.864082
O: -2.997178 -4.460757 -1.318602
O: -2.169536 3.068930 4.521394
H: -0.438130 2.014239 5.081480
H: -1.305436 1.396318 3.669486
H: -4.682613 -1.809659 2.608557
H: -1.984905 1.180131 5.348007
O: -3.168664 -1.911499 -5.325867
H: 3.879284 -0.480307 -2.698141
C: 6.958398 0.723089 1.033167
H: -0.750723 -1.223810 -6.685659
O: 1.663295 1.203831 -2.451759
H: -3.070196 -3.336882 -2.939844
H: 5.381140 -4.759230 -0.515538
H: 5.480096 0.138572 -4.364608
H: -1.536563 1.630192 -6.070169
H: 0.636661 4.974332 -5.830860
O: -3.935019 -2.619141 -0.506196
O: -0.813834 4.083707 -2.607284
H: 4.728200 -1.484856 3.926826
C: 4.397628 4.144314 2.305368
H: 4.649968 -0.569058 2.544355
C: 6.956524 -0.865927 -0.841498
C: -0.908708 0.763584 -6.007879
C: -2.454528 5.202641 1.828423
H: -2.271840 5.442677 2.926369
H: -2.543299 1.985100 -1.089609
H: -5.287627 4.652025 0.483073
H: -0.894780 -1.111033 7.679285
H: -2.184796 -0.481346 -7.419697
H: -0.036421 3.363477 -6.560592
O: -6.028360 1.064733 2.822070
H: -1.120111 4.257070 -0.636913
H: -3.847328 -0.691039 1.487915
H: 0.120320 -0.154569 -4.263892
O: -3.679495 3.730960 -1.396284
H: 2.305274 -0.821921 4.235176
H: 0.057896 0.931324 -6.492816
H: -4.822499 0.050051 4.131921
C: -1.557969 -0.488850 -6.517817
H: 2.377964 -3.210144 4.335744
H: -1.098862 -1.575859 -0.160538
H: 0.793612 -0.911700 8.064327
H: 2.536301 4.980238 2.415522
C: 2.596588 1.175620 -3.211514
C: 4.746148 0.913442 -4.118379
H: -3.859423 6.751880 1.867715
C: -0.029494 -7.256799 0.757441
O: -3.806591 5.212829 -3.011603
C: -1.432759 1.850124 4.686687
O: 5.182777 -3.076117 1.564427
C: 0.661434 -1.436112 -1.343411
O: -0.246723 -1.080270 3.984081
C: 5.649970 -3.847082 -2.353803
H: -5.251362 -6.618762 0.333421
O: -3.941138 4.289411 4.749602
C: 3.690923 1.061996 -5.187004
H: 5.295527 -5.840814 -1.903954
C: 4.114398 -1.370311 3.027363
H: 3.162121 4.473444 4.032310
H: -0.966896 1.191140 -3.759650
O: 0.391666 5.583973 -3.854205
H: 0.966026 -1.053971 -2.314542
C: -4.858149 -5.948568 -0.482299
H: -2.047755 -0.558906 3.066677
C: -3.299964 3.188661 5.233650
C: 2.596235 -1.296660 3.252110
H: 3.913418 1.814178 -5.929340
H: -0.646373 -1.262102 2.044734
H: 1.401787 2.796717 2.739360
O: 4.380341 -2.329750 -3.861636
H: 6.572496 -1.859423 -0.475162
C: -4.758530 -0.852336 2.109851
C: -0.216504 4.335470 -6.042395
H: -3.938437 0.973828 2.884176
C: -2.277086 -3.623057 -2.333846
O: 2.826818 -1.323571 -0.110304
O: -4.711571 -4.604699 0.031707
C: -0.128726 -6.820886 -0.739068
H: -4.477620 3.011482 -4.378146
C: -5.364430 4.376081 4.970673
H: 2.826150 2.187317 3.581769
H: 6.973245 -0.900529 -1.946550
H: 0.615681 -2.515213 -1.371640
C: 3.953491 0.565322 -2.917362
H: -5.261786 1.761386 -2.480819
H: -6.791890 -1.377681 1.250952
H: 0.587993 4.173167 -1.034502
O: 9.399427 -1.300948 -0.465014
C: -2.332477 -1.091088 -5.354767
H: -0.907493 4.839588 -6.737164
C: 1.729218 -0.987264 -0.373933
C: 4.485889 -3.220329 -3.055577
H: -3.447697 6.065957 0.240578
H: -1.319463 -5.988438 1.932151
O: -7.692215 1.082544 1.308342
H: -2.752212 2.865438 -4.012422
H: 0.240864 -2.488485 7.570453
H: -3.918767 -6.395007 -0.887652
H: 5.187786 0.027082 0.129530
H: 1.274553 -2.992479 2.903593
H: -0.150488 1.215783 -0.764095
H: 0.625877 -7.396608 -1.337636
H: -0.805341 -7.942402 0.900741
H: -5.866851 -0.483838 0.189643
H: -5.692111 -5.969112 -1.225119
C: 3.059543 4.205373 2.974920
C: 2.234977 -2.764855 3.343026
H: -5.416408 4.839113 2.212684
C: 6.204828 0.323314 -0.192443
H: -1.128682 -7.034912 -1.175510
H: 6.633275 0.249750 1.956835
C: -1.211618 -1.299822 2.978794
C: -0.857415 0.386960 -4.469370
H: 6.103026 1.167097 -0.895894
C: -3.664974 5.837191 1.305695
C: 3.098147 2.442427 1.421624
H: -3.853228 0.736206 -2.782283
H: 0.912839 -7.703688 1.000783
H: -1.398028 -0.761338 -1.585542
O: -1.908724 -0.510103 -4.190977
H: 4.330191 0.951583 -2.008589
H: 2.116680 -0.898516 2.378789
O: 5.349325 4.877443 2.412810
H: 3.179304 1.330594 1.277333
C: 3.511235 -4.670968 -1.557070
O: 0.303246 -0.989425 6.075471
O: 2.487684 1.464958 -4.521778
C: -3.843582 -3.812996 -0.625103
O: -1.923400 2.786346 1.642065
H: 3.021150 -4.259553 -0.669153
O: 8.339424 0.257001 0.759416
H: -0.754128 0.606231 0.693979
C: 0.065415 -1.401525 7.419935
H: -1.792393 -2.765538 -1.838604
O: -0.892118 4.051278 -4.840334
C: 2.492964 2.845490 2.736128
H: 0.371530 -5.760656 2.372814
C: -4.700012 4.815204 1.374767
C: 8.370726 -0.707314 -0.217618
H: -0.400484 5.693699 -1.348164
C: -0.129337 -4.889165 0.439549
H: 6.331504 -4.195484 -3.150444
H: 2.489350 2.845046 0.620278
H: -5.707372 5.383770 4.969779
C: -0.620218 -0.866498 -0.846409
O: -0.164626 -3.705023 0.557002
C: -0.671879 -1.278958 5.203396
H: -4.225792 1.878820 -0.447180
C: 5.014977 -4.906581 -1.494294
H: -1.569532 -2.291372 3.208225
C: -0.303479 -5.931241 1.502259
H: -5.665818 3.823603 5.877899
H: -5.876439 3.853832 4.184808
C: -4.126671 1.763504 -2.573609
C: -6.047112 -0.605219 1.257153
H: 3.405150 0.183198 -5.743971
C: -0.150915 0.335667 -0.144834
O: -4.086172 3.504442 1.569382
C: 4.270648 -2.661449 2.276182
O: -3.660661 2.513064 6.122534
C: -0.355198 4.656869 -3.738279
C: -4.803959 0.298165 3.078622
H: -1.504810 5.583025 1.431657
O: 4.424384 3.097685 1.476893

Atomic forces in eV per Å
0.0 1.3 -1.0
0.2 0.2 -0.2
0.8 -1.2 -0.6
-0.2 0.1 1.3
-0.4 0.6 0.0
-0.6 0.4 -1.3
-0.2 -0.6 0.3
-0.1 0.1 -0.1
0.3 0.7 -0.1
-0.3 0.1 1.2
1.0 0.4 0.4
0.2 -0.2 0.1
0.0 0.8 0.2
3.3 -1.6 1.3
-0.8 -2.6 -1.1
-0.2 0.7 0.8
2.6 -0.6 -1.9
0.1 0.0 0.1
0.1 0.4 0.2
-0.3 0.5 0.9
-0.2 -0.2 -0.1
0.1 0.0 -0.1
-1.5 -1.7 -0.4
-0.5 -0.7 -0.4
2.0 -1.0 -0.5
-0.3 0.1 -0.2
-0.1 0.8 -0.2
-0.8 0.8 -1.7
0.4 -0.4 1.3
-0.2 0.1 -0.1
-0.3 0.5 -0.4
0.2 -0.4 -0.4
0.2 0.4 -0.1
0.3 0.0 -0.7
-0.4 -0.2 0.4
1.2 0.6 0.2
-0.4 0.4 -0.6
0.4 -0.3 1.1
-0.3 -0.4 1.6
2.0 -0.6 2.6
-0.6 -0.7 -1.0
0.0 0.1 0.2
-0.1 0.5 -0.4
-1.9 0.3 0.7
0.2 0.3 0.3
0.5 0.7 0.7
0.2 0.5 0.5
-0.4 -0.3 0.4
-0.8 -0.6 0.2
-1.0 0.7 -0.1
0.3 -1.5 2.2
0.2 -0.1 -1.4
-0.1 0.2 0.5
0.0 -0.2 0.2
-0.1 -1.4 -0.5
-0.4 0.3 0.0
0.4 0.1 0.2
0.0 0.3 -0.3
-0.3 0.2 0.2
-0.3 -1.6 0.4
1.3 -0.5 -0.7
-0.4 0.0 -0.3
-0.1 1.7 -1.0
0.1 2.7 -0.5
-0.2 -0.7 -0.9
-1.4 1.1 1.3
1.0 -1.4 -0.8
1.4 0.7 0.0
0.1 0.7 -0.8
0.7 0.9 -0.5
-0.1 -0.1 0.0
-0.2 0.4 -0.9
0.0 -1.2 0.0
0.3 -0.3 0.2
-0.1 0.2 -0.4
0.3 0.5 -0.1
0.4 0.2 1.0
-0.1 0.0 -0.2
-1.0 -1.2 0.4
0.8 -0.6 -0.3
0.3 1.9 -1.7
0.7 0.1 1.9
0.2 0.4 -0.1
-0.4 0.1 0.1
0.0 0.1 -0.1
1.2 0.1 0.0
0.3 1.1 -0.1
-0.1 0.5 -1.5
-0.6 -0.4 -1.6
-0.7 -0.2 0.3
0.9 -1.3 2.1
1.8 -1.0 -0.1
0.1 -1.2 -0.2
0.7 -1.8 -0.4
-0.1 0.0 0.0
0.1 -1.7 0.8
-0.1 0.3 -0.8
0.1 0.2 0.6
0.3 -0.3 -0.2
-0.7 0.7 0.3
1.2 0.0 -0.2
-0.2 -0.7 0.4
0.3 0.1 -0.2
-1.5 0.7 0.1
1.1 1.7 0.5
0.2 0.2 0.4
-2.6 1.7 0.3
-1.6 0.4 -1.0
-0.5 0.2 0.5
0.3 0.6 -0.4
-2.7 1.9 -0.8
-0.5 -0.6 0.2
-0.4 0.5 -0.4
-0.9 0.6 0.3
0.3 0.1 -0.5
-0.4 -0.1 0.3
0.4 0.3 -0.5
-0.6 0.8 0.3
-1.0 -1.2 0.6
0.4 0.1 0.0
0.9 0.2 0.2
0.2 0.8 0.4
0.6 -0.8 -0.3
0.3 0.7 -0.2
-1.8 -0.6 -0.8
0.5 0.2 0.3
0.0 -0.1 0.0
-0.6 0.1 0.0
2.5 -0.3 -0.4
0.2 -0.3 0.3
0.7 2.2 -1.5
0.6 -0.8 0.4
0.3 -0.1 -0.3
0.5 -0.1 0.0
0.0 0.7 -0.6
-0.4 -0.3 -0.7
0.3 0.8 0.9
-0.3 0.7 -0.1
-0.6 -0.3 0.1
0.3 1.2 0.1
-0.1 -1.8 -1.7
0.7 -0.5 -0.4
-0.2 0.5 0.7
-2.0 1.3 1.6
-1.3 1.3 0.2
0.2 0.3 -0.3
-0.6 -0.4 -0.1
-0.3 0.1 0.8
1.8 -0.9 0.1
-0.3 -0.7 -0.3
-0.2 -0.5 1.9
-0.7 -1.2 1.5
-0.3 0.1 -0.8
-2.8 -2.5 0.9
0.7 -0.1 0.1
0.4 -0.2 0.1
0.2 0.4 -0.9
-0.2 0.0 0.5
0.3 0.2 -0.5
0.3 0.9 0.2
-0.8 -1.3 0.3
0.0 0.6 0.4
-0.7 1.0 1.0
0.2 0.4 0.4
0.2 0.8 0.1
-0.6 -0.3 -0.7
0.1 -1.4 0.7
0.4 0.6 -0.1
-0.1 -0.3 -0.7
-1.8 -0.2 -0.4
1.0 -1.0 -0.6
0.4 -0.7 0.1
-0.3 1.5 0.6
2.3 0.7 0.1
1.2 -1.8 -1.6
-0.7 -1.4 1.5
-0.4 -0.1 -0.4
0.0 1.6 0.1
-0.3 -0.6 -0.5
-0.7 -1.4 -1.1

## Properties
- Frontier orbital gap: 0.3654 Eh
- LUMO: 0.0035 Ha
- 2S+1: 1